{"formula": "C49H60BaClN3O5PS2", "method": "the ωB97M-V functional and the def2-TZVPD basis", "elements": ["Ba", "Cl", "C", "C", "C", "C", "O", "C", "C", "N", "C", "C", "C", "C", "C", "C", "C", "C", "N", "C", "C", "H", "H", "H", "H", "H", "H", "H", "H", "H", "H", "C", "C", "C", "C", "C", "C", "P", "C", "C", "C", "C", "C", "C", "C", "C", "C", "C", "C", "C", "H", "H", "H", "H", "H", "H", "H", "H", "H", "H", "H", "H", "H", "H", "O", "H", "H", "N", "C", "C", "C", "C", "S", "O", "C", "C", "C", "H", "H", "H", "H", "H", "H", "H", "H", "H", "H", "H", "H", "H", "H", "C", "C", "S", "O", "C", "C", "H", "H", "H", "H", "H", "H", "H", "H", "H", "H", "C", "C", "O", "C", "C", "H", "H", "H", "H", "H", "H", "H", "H", "H", "H"], "coordinates": [[0.403413, -0.068188, 0.206628], [-5.095078, 6.310368, 1.625848], [-3.661894, 5.444895, 1.401096], [-2.729458, 5.824004, 0.398374], [-1.502633, 5.181761, 0.332440], [-1.333897, 3.940071, 1.026981], [-0.442340, 3.092816, 0.798867], [-2.376831, 3.568437, 2.024069], [-2.207196, 2.203848, 2.609609], [-3.443704, 1.575353, 2.944961], [-4.114328, 0.862306, 2.090664], [-5.329550, 0.383867, 2.668048], [-6.366651, 0.021146, 1.873969], [-6.289579, 0.116546, 0.470080], [-5.099359, 0.530609, -0.170403], [-5.045648, 0.710459, -1.584664], [-3.821818, 0.981032, -2.150658], [-2.691096, 1.027941, -1.352127], [-2.716241, 0.899366, -0.027983], [-3.904675, 0.758069, 0.603878], [-3.435371, 4.368779, 2.255960], [-3.058158, 6.637405, -0.250953], [-0.722599, 5.566722, -0.339551], [-1.601994, 1.554375, 1.900236], [-5.395915, 0.291375, 3.764203], [-7.283140, -0.321036, 2.350199], [-7.156633, -0.127105, -0.131818], [-5.941666, 0.684960, -2.163180], [-3.672030, 1.127856, -3.229991], [-1.732685, 1.207608, -1.801338], [-4.147016, 4.199994, 3.070526], [0.985053, 4.690599, -2.998082], [2.162425, 4.900181, -2.249084], [2.829425, 3.829309, -1.634841], [2.382225, 2.526733, -1.853236], [1.263026, 2.285287, -2.664385], [0.564690, 3.365155, -3.193168], [3.273328, 1.108819, -1.305315], [4.755272, 1.040455, -2.349657], [5.809801, 0.180241, -1.972688], [6.938891, 0.077232, -2.763300], [7.048852, 0.846282, -3.921123], [6.021457, 1.693946, -4.283434], [4.867401, 1.764752, -3.507876], [3.907451, 1.650871, 0.305333], [5.207091, 2.192019, 0.612567], [5.582875, 2.440628, 1.923174], [4.658072, 2.222103, 2.948106], [3.378806, 1.781358, 2.613584], [3.030122, 1.409438, 1.330706], [0.408814, 5.513972, -3.369319], [2.597774, 5.898814, -2.184996], [3.654157, 3.986185, -0.960798], [0.947887, 1.292990, -2.957450], [-0.329007, 3.189304, -3.798571], [5.706709, -0.383749, -1.045684], [7.738713, -0.621768, -2.514893], [7.895469, 0.748914, -4.590503], [6.086238, 2.333722, -5.153416], [4.054193, 2.393955, -3.821212], [5.890893, 2.436691, -0.220419], [6.604560, 2.721001, 2.157942], [4.930645, 2.354829, 3.981963], [2.601749, 1.730292, 3.381961], [2.704384, -1.537112, 1.072543], [2.121132, -1.519883, 1.924003], [3.211870, -0.670081, 1.145174], [-0.979248, 2.537273, 4.854859], [-1.548784, 2.419818, 3.858048], [3.229529, -1.399043, 5.058957], [2.591139, -2.783445, 5.208883], [1.056391, -2.726989, 5.153298], [0.299431, -2.735032, 3.375783], [0.460211, -1.338659, 2.657084], [-1.468238, -2.502744, 3.730452], [-2.313147, -3.740313, 4.141394], [-2.019018, -5.079876, 3.432312], [4.320140, -1.420660, 5.022843], [2.957210, -0.762722, 5.924615], [2.878142, -0.891997, 4.157714], [2.872531, -3.176333, 6.224089], [2.985383, -3.503258, 4.467727], [0.696992, -1.764439, 5.581019], [0.622709, -3.582892, 5.751968], [-1.919186, -2.024486, 2.847648], [-1.502373, -1.721107, 4.517156], [-3.370665, -3.472238, 3.935883], [-2.214809, -3.904020, 5.229121], [-1.846922, -4.952671, 2.360581], [-2.867192, -5.781036, 3.587585], [-1.094747, -5.489338, 3.879848], [-1.873252, -3.569347, -5.024630], [-0.697683, -2.707611, -4.596255], [-1.237611, -1.086316, -3.981684], [-0.232312, -0.769963, -2.812374], [-0.873299, 0.094073, -5.342777], [0.527247, -0.028461, -5.857324], [-1.562890, -4.558038, -5.385441], [-2.440107, -3.047224, -5.828319], [-2.620886, -3.770136, -4.222629], [-0.004461, -2.567239, -5.433936], [-0.136516, -3.172194, -3.783818], [-1.109590, 1.089017, -4.892372], [-1.584810, -0.159928, -6.172976], [1.270967, -0.193511, -5.043595], [0.816659, 0.908251, -6.374507], [0.639772, -0.825034, -6.603720], [0.815652, -4.248589, 0.305641], [-0.191259, -3.718036, -0.693192], [-1.181036, -2.977999, -0.002121], [-2.467938, -2.914247, -0.636957], [-3.547794, -3.483741, 0.250893], [1.425789, -5.035265, -0.158109], [0.321130, -4.657194, 1.187260], [1.524487, -3.494344, 0.634849], [-0.675877, -4.558184, -1.246235], [0.268644, -3.044329, -1.441606], [-2.403804, -3.442902, -1.614577], [-2.672604, -1.846395, -0.819855], [-3.338694, -4.523205, 0.496265], [-4.481075, -3.438422, -0.319794], [-3.679006, -2.886408, 1.157452]], "forces_ev_per_a": [[-0.22, 1.25, 0.29], [-1.54, 1.15, 0.03], [1.90, -0.30, -0.84], [-1.12, -0.11, 1.52], [-0.17, -0.12, -0.39], [-1.86, -0.25, 0.83], [1.89, -0.87, -0.73], [1.93, 0.32, -2.28], [-0.23, -0.71, -1.07], [0.06, -0.68, 0.27], [0.66, 1.45, 0.21], [-0.30, -1.26, 0.15], [-0.28, -0.21, -0.65], [-0.14, 0.14, -0.09], [-0.92, -0.44, 0.42], [1.38, 0.21, 0.58], [-0.63, -0.10, -0.83], [0.22, -0.21, 1.05], [0.00, 0.18, 0.36], [-0.57, -0.45, -0.20], [-1.00, 0.68, 0.12], [0.53, -0.02, 0.12], [-0.33, -0.51, 0.16], [-0.24, 1.17, 0.98], [0.18, 0.36, -0.70], [-0.03, 0.00, -0.19], [-0.01, 0.09, -0.08], [-0.50, -0.18, -0.29], [-0.34, 0.01, 0.42], [0.46, 0.08, -0.15], [0.16, -0.29, -0.42], [1.03, -1.31, 0.83], [-0.07, -0.17, -0.13], [-1.08, 0.36, -0.58], [-0.60, 0.61, -1.06], [0.24, 1.05, -0.17], [-0.36, 0.70, -0.26], [0.53, -1.20, 1.29], [0.35, -0.46, 0.37], [-0.43, 0.22, 0.02], [0.17, -0.22, -0.08], [-0.04, -0.05, -0.32], [-0.26, 0.13, 0.08], [0.37, 0.20, -0.51], [2.46, 0.38, 0.58], [-0.55, 0.06, -1.32], [-0.06, -0.44, -0.14], [-0.45, -0.21, -0.43], [0.29, 0.42, 1.08], [-2.33, -0.93, -0.68], [-0.09, 0.27, -0.26], [-0.33, -0.17, 0.25], [0.28, 0.15, -0.04], [0.07, -0.26, 0.35], [0.18, 0.02, 0.22], [0.13, 0.03, -0.21], [-0.21, 0.21, 0.08], [0.16, 0.01, 0.22], [0.13, -0.14, -0.16], [-0.17, 0.29, -0.06], [-0.17, -0.22, 0.54], [-0.08, 0.20, -0.09], [0.10, 0.22, 0.23], [0.35, -0.12, 0.08], [-0.59, 0.65, 1.72], [1.28, 0.12, -1.80], [-0.80, -0.81, -0.05], [-0.28, 0.08, -0.26], [1.88, -0.56, 1.70], [-0.24, 0.33, 0.21], [0.27, -0.19, 0.41], [-0.82, 0.52, -0.05], [-0.42, 1.63, -0.14], [0.83, -1.79, 1.22], [-0.80, -0.36, 0.99], [-0.28, 0.11, 0.06], [0.24, 0.24, 0.46], [-0.07, -0.21, -0.05], [0.03, -0.28, -0.46], [0.05, 0.03, 0.04], [-0.32, 0.14, -0.90], [-0.15, 0.28, 0.25], [0.12, -0.60, -0.15], [0.05, 0.80, -1.07], [0.68, -0.32, -0.04], [0.01, -0.40, -0.37], [0.57, 0.03, 0.28], [-0.16, 0.11, -0.38], [-0.11, 0.01, 0.06], [0.66, 0.36, -0.08], [-0.40, -0.19, -0.34], [-1.25, 0.11, -0.16], [0.32, -0.18, -0.56], [0.96, 0.56, 2.52], [-1.30, -0.39, -1.92], [-0.64, -0.59, -0.10], [1.47, 0.59, -0.18], [0.13, 0.36, -0.07], [0.33, -0.50, 0.34], [0.66, 0.35, -0.30], [-0.07, -0.03, 0.21], [-0.07, 0.32, 0.11], [0.10, -0.83, -0.36], [0.23, 0.42, 0.91], [-0.54, 0.14, -0.47], [-0.09, -0.43, 0.30], [-0.10, 0.09, 0.27], [0.43, -0.27, -0.28], [-0.21, -0.19, -0.38], [-0.13, 0.10, 0.34], [0.36, 0.58, -0.31], [-0.15, 0.07, -0.38], [-0.18, 0.07, 0.06], [-0.09, -0.08, -0.16], [-0.05, 0.23, 0.03], [0.26, 0.40, 0.32], [0.08, -0.37, 0.09], [-0.17, 0.28, 0.50], [-0.06, -0.30, -0.19], [-0.02, -0.09, 0.12], [-0.04, -0.02, 0.23], [0.06, -0.09, -0.08]], "lowdin_charge": [1.69, 0.61, -0.76, -0.14, -0.04, -0.42, -0.15, -0.14, -0.36, 0.07, -0.25, -0.10, -0.15, -0.12, -0.19, -0.03, -0.10, -0.23, 0.06, -0.12, -0.10, 0.08, 0.09, 0.10, 0.10, 0.09, 0.07, 0.10, 0.09, 0.06, 0.11, -0.07, -0.06, -0.06, -0.42, -0.13, -0.08, 1.00, -0.37, -0.10, -0.10, -0.11, -0.09, -0.10, -0.47, -0.11, -0.12, -0.11, -0.16, -0.26, 0.09, 0.10, 0.11, 0.05, 0.09, 0.11, 0.10, 0.09, 0.10, 0.10, 0.10, 0.09, 0.08, 0.09, -0.28, -0.01, 0.00, 0.13, -0.20, -0.11, -0.31, -0.29, 0.99, -0.73, -0.32, -0.27, -0.12, 0.08, 0.09, 0.05, 0.11, 0.11, 0.10, 0.11, 0.09, 0.11, 0.11, 0.10, 0.04, 0.08, 0.07, -0.15, -0.39, 0.94, -0.65, -0.38, -0.16, 0.08, 0.08, 0.07, 0.08, 0.08, 0.09, 0.10, 0.09, 0.09, 0.07, -0.07, -0.29, -0.23, -0.25, -0.05, 0.09, 0.05, 0.04, 0.13, 0.10, 0.11, 0.11, 0.07, 0.09, 0.08], "spin_multiplicity": 1, "homo_lumo_gap_ev": [4.228, 4.229], "charge": -1}